1.
Computed, not measured: 4 unconnected molecules or ions with the total composition C27H36F9N2O8S4 in a non-equilibrium geometry, with ωB97M-V with the def2-TZVPD basis set.

The calculation puts the LUMO energy at -3.19 eV. Its HOMO-LUMO gap is 7.833 eV. For the relative energy (zero: lowest compared OMol25 entry of this formula, charge and spin), the calculation gives 0.0 kcal per mole. The total energy comes out at -115733.1388 eV. Its total charge is +1.

```
86
C27H36F9N2O8S4 | the OMol25 dataset | ωB97M-V with the def2-TZVPD basis set
O 3.42601 -2.46907 2.99551
S 3.52532 -3.39123 1.91788
O 3.39273 -4.75705 2.29349
N 2.35121 -3.08627 0.70784
C 2.55804 -3.23829 -0.60171
N 1.45775 -2.89170 -1.24689
C 0.50641 -2.53063 -0.31615
C 1.02768 -2.62669 0.92878
C 0.41569 -2.32130 2.23702
C -0.65844 -1.21484 2.13158
C -0.04988 -0.00653 1.43480
C -0.66150 0.47666 0.28582
C -0.16080 1.56014 -0.42037
C 1.00047 2.17023 0.04335
C 1.62075 1.69262 1.18513
C 1.10922 0.61438 1.89158
C 5.21829 -3.22717 1.14903
F 6.06884 -3.55710 2.09337
F 5.27055 -4.17625 0.20304
C 5.51971 -1.83345 0.48227
F 4.38400 -1.14806 0.30098
F 5.99249 -2.10297 -0.74825
C 6.61129 -0.96767 1.16686
F 6.73742 0.11167 0.37906
F 7.78392 -1.59306 1.17780
C 6.28438 -0.43826 2.59904
F 6.98627 0.67523 2.77554
F 6.64286 -1.30034 3.53440
F 4.99794 -0.14292 2.72501
H 3.45466 -3.55299 -1.10543
H 1.29573 -2.87379 -2.24103
H -0.50402 -2.21688 -0.49872
H 0.03760 -3.21790 2.72586
H 1.18667 -1.93361 2.90075
H -1.43085 -1.60395 1.47580
H -1.04490 -0.96736 3.11443
H -1.56592 0.02249 -0.10591
H -0.63805 1.92021 -1.32337
H 1.40940 3.00704 -0.50173
H 2.53272 2.15856 1.53669
H 1.59220 0.22719 2.77997
C -4.29175 -3.46466 4.50127
C -5.51083 -3.68575 3.59624
C -4.98818 -3.94042 2.17634
S -3.35841 -4.67127 2.36846
O -2.37294 -3.75517 1.83113
O -3.38861 -6.04839 1.95645
C -3.30798 -4.57827 4.15419
H -4.56052 -3.48634 5.55579
H -3.84433 -2.49101 4.28739
H -6.06987 -4.55598 3.94436
H -6.18764 -2.83354 3.61604
H -5.61803 -4.63145 1.62226
H -4.87362 -3.01374 1.61663
H -2.28970 -4.37815 4.48047
H -3.64303 -5.53994 4.54085
C -2.63911 7.22580 -0.77014
C -2.93119 6.50556 -2.09375
C -2.17155 5.17304 -2.06893
S -2.02640 4.71415 -0.33615
O -0.63112 4.74134 0.03050
O -2.85072 3.56242 -0.07296
C -2.81646 6.17693 0.32351
H -3.30172 8.07589 -0.61682
H -1.61118 7.59497 -0.76872
H -4.00287 6.31605 -2.17674
H -2.63849 7.10628 -2.95332
H -2.70318 4.38636 -2.59998
H -1.16429 5.27620 -2.47000
H -2.34879 6.44766 1.26723
H -3.86857 5.94030 0.47916
C 1.05625 1.48269 -5.13861
C 0.16634 0.83272 -6.20812
C -1.22751 0.64432 -5.59353
S -1.40574 1.93603 -4.35657
O -1.49217 1.32535 -3.04875
O -2.38338 2.89612 -4.79319
C 0.23467 2.62499 -4.55175
H 1.99532 1.84168 -5.55625
H 1.29096 0.75455 -4.35725
H 0.10071 1.49135 -7.07538
H 0.57401 -0.11720 -6.55091
H -2.02069 0.75092 -6.32882
H -1.32060 -0.31459 -5.08697
H 0.59968 2.97511 -3.58781
H 0.15943 3.45803 -5.24992
```

2.
Computed, not measured: a single C5H4S molecule in a non-equilibrium geometry, with ωB97M-V with the def2-TZVPD basis set.

The calculation puts the LUMO energy at 0.80 eV. Its HOMO-LUMO gap is 8.922 eV. For the relative energy (zero: lowest compared OMol25 entry of this formula, charge and spin), the calculation gives 66.9 kcal per mole. As for the structure (SMILES): C1=CC2=C[C@@H]2S1. The total energy comes out at -16080.4282 eV. Its total charge is 0.

```
10
C5H4S | the OMol25 dataset | ωB97M-V with the def2-TZVPD basis set
C -0.53402 0.80875 -1.01287
C 1.31122 0.30277 0.88144
C -0.86090 -0.49597 -1.13621
C 0.21325 0.86137 0.36086
C 0.01007 -0.31004 1.26543
S -0.62416 -1.60540 0.07644
H -0.32589 1.59964 -1.67314
H 2.42282 0.24051 1.02619
H -1.15401 -0.82303 -2.01018
H -0.45836 -0.57860 2.22205
```

3.
Computed, not measured: a molecular structure, C34H35I2N8O3Pd, with ωB97M-V with the def2-TZVPD basis set.

The calculation puts the LUMO energy (alpha / beta) at -11.41 / -11.50 eV. Its HOMO-LUMO gap (alpha / beta) is 3.637 / 3.552 eV. For the relative energy (zero: lowest compared OMol25 entry of this formula, charge and spin), the calculation gives 13.5 kcal per mole. The total energy comes out at -73541.9752 eV. Its total charge is +3.

```
83
C34H35I2N8O3Pd | the OMol25 dataset | ωB97M-V with the def2-TZVPD basis set
Pd -0.47413 0.90566 -2.46505
I -0.94852 0.79959 -5.32480
C -1.91427 2.68794 -5.15780
I -2.12204 3.09040 -3.08169
H -2.89890 2.62767 -5.60725
H -1.29198 3.44696 -5.61685
C -2.61529 -0.73976 4.97848
O -2.09597 -0.02329 3.84457
C -1.74748 1.27184 4.01242
C -1.84470 1.98230 5.19835
C -1.46453 3.31603 5.23173
C -1.01539 3.94908 4.08297
C -0.91270 3.24630 2.88994
C -1.25529 1.90326 2.85810
N -1.20051 1.06719 1.71265
C -0.62456 1.29216 0.52290
N 0.47569 2.04337 0.49602
C 1.25057 2.45895 -0.59163
C 1.05874 2.10694 -1.90772
C 1.87025 2.56548 -2.92309
C 2.88615 3.45216 -2.61633
C 3.10850 3.84144 -1.30018
C 2.31939 3.33593 -0.28786
O 2.48482 3.70790 1.01360
C 3.31282 2.84195 1.83383
N -1.13043 0.72536 -0.56240
C -2.36660 0.09906 -0.60395
C -2.45824 -1.26079 -0.95661
C -3.69285 -1.85809 -1.07086
C -4.84034 -1.10180 -0.83419
C -4.77601 0.23517 -0.46224
C -3.54147 0.85959 -0.33784
O -3.34716 2.12674 0.04562
C -4.47320 2.84426 0.60431
H -2.83358 -1.73825 4.61641
H -3.52800 -0.26747 5.34003
H -1.86834 -0.78747 5.76957
H -2.21322 1.49659 6.08987
H -1.53061 3.87444 6.15543
H -0.76103 4.99961 4.11456
H -0.60507 3.76633 1.99235
H -1.72704 0.20530 1.79945
H 0.83428 2.34280 1.39363
H 1.70929 2.25735 -3.94919
H 3.50588 3.84419 -3.41113
H 3.90044 4.53382 -1.04459
H 3.95978 3.48001 2.42778
H 3.91886 2.18301 1.21327
H 2.69542 2.24838 2.51263
H -1.54702 -1.82171 -1.11690
H -3.77277 -2.90247 -1.33883
H -5.81403 -1.56482 -0.93349
H -5.68867 0.78377 -0.28166
H -4.06159 3.75123 1.03292
H -4.93912 2.24310 1.38503
H -5.20186 3.09486 -0.16483
C 2.93342 -0.44315 -1.46114
C 1.89773 -1.20033 -2.21054
N 0.65996 -0.80905 -2.52647
C 0.04656 -1.84070 -3.22484
C 0.93036 -2.85358 -3.33514
N 2.08232 -2.43461 -2.70509
C 3.27718 -3.31402 -2.61678
N 2.97021 -4.50678 -1.92510
N 2.73141 -5.64890 -2.65437
N 2.40727 -6.58193 -1.86617
C 2.40821 -6.10180 -0.56510
C 2.14111 -6.74747 0.64166
C 2.23877 -5.99294 1.79007
C 2.59473 -4.63377 1.74919
C 2.86144 -3.98171 0.56224
C 2.76244 -4.75096 -0.59550
H 2.46853 0.27342 -0.79286
H 3.59693 0.09630 -2.13924
H 3.53753 -1.12093 -0.86128
H -0.97869 -1.79807 -3.55294
H 0.85289 -3.83386 -3.77955
H 4.09816 -2.76669 -2.16208
H 3.54873 -3.59323 -3.63296
H 1.87981 -7.79675 0.65950
H 2.05521 -6.45229 2.75173
H 2.68158 -4.09241 2.68225
H 3.16982 -2.94334 0.55105
```